A molecular structure, C44H35N11O3RuS. Source: the OMol25 dataset; level of theory: ωB97M-V/def2-TZVPD.

Element x y z (Å)
1 Ru 1.24 2.39 0.51
2 S 0.59 4.09 2.13
3 C -0.91 3.74 2.94
4 N -1.29 4.82 3.72
5 N -2.55 4.90 4.10
6 C -3.72 4.72 3.35
7 C -4.92 4.52 4.03
8 C -6.09 4.32 3.32
9 C -6.07 4.34 1.93
10 C -4.88 4.58 1.26
11 C -3.70 4.77 1.96
12 N -1.63 2.65 2.95
13 N -1.15 1.56 2.35
14 C -2.14 0.58 2.27
15 C -1.77 -0.74 1.97
16 C -2.70 -1.75 1.87
17 C -4.05 -1.48 2.06
18 C -4.44 -0.18 2.38
19 C -3.51 0.84 2.49
20 H -2.66 5.29 5.03
21 H -4.92 4.50 5.11
22 H -7.01 4.16 3.85
23 H -6.99 4.19 1.37
24 H -4.87 4.62 0.17
25 H -2.78 4.99 1.44
26 H -0.72 -0.97 1.87
27 H -2.38 -2.76 1.64
28 H -4.79 -2.27 1.98
29 H -5.49 0.04 2.55
30 H -3.82 1.84 2.75
31 O 5.34 2.37 1.20
32 C 4.28 2.38 0.61
33 O 3.22 3.04 0.94
34 C 4.17 1.57 -0.68
35 C 5.31 1.02 -1.26
36 C 5.17 0.33 -2.46
37 C 3.91 0.22 -3.03
38 C 2.84 0.80 -2.38
39 N 2.96 1.45 -1.22
40 H 6.26 1.16 -0.77
41 H 6.03 -0.11 -2.94
42 H 3.76 -0.29 -3.97
43 H 1.83 0.73 -2.79
44 C 0.15 -10.79 -2.84
45 O 0.89 -10.24 -1.76
46 C 0.88 -8.91 -1.59
47 C 1.65 -8.42 -0.53
48 C 1.70 -7.07 -0.28
49 C 0.98 -6.16 -1.07
50 C 0.21 -6.66 -2.11
51 C 0.16 -8.02 -2.38
52 C 0.99 -4.73 -0.81
53 N 0.24 -3.84 -1.42
54 C 0.57 -2.64 -0.85
55 C 1.52 -2.80 0.13
56 N 1.78 -4.14 0.15
57 C 2.01 -1.72 0.93
58 C 2.94 -1.81 1.98
59 C 3.26 -0.69 2.70
60 C 2.66 0.53 2.38
61 N 1.80 0.64 1.38
62 C 1.47 -0.46 0.64
63 C 0.51 -0.26 -0.41
64 N 0.07 1.01 -0.63
65 C -0.90 1.20 -1.51
66 C -1.47 0.16 -2.25
67 C -0.99 -1.12 -2.09
68 C 0.02 -1.35 -1.14
69 H 0.33 -11.86 -2.82
70 H 0.50 -10.38 -3.79
71 H -0.92 -10.60 -2.72
72 H 2.20 -9.13 0.08
73 H 2.30 -6.72 0.56
74 H -0.35 -5.96 -2.72
75 H -0.45 -8.37 -3.20
76 H 2.44 -4.62 0.74
77 H 3.40 -2.76 2.22
78 H 3.98 -0.72 3.50
79 H 2.87 1.44 2.93
80 H -1.23 2.22 -1.65
81 H -2.27 0.38 -2.94
82 H -1.38 -1.95 -2.66
83 N 0.59 6.75 -3.92
84 C 0.73 5.87 -2.91
85 C 1.99 5.37 -2.54
86 C 2.09 4.45 -1.52
87 N 1.03 3.98 -0.85
88 C -0.17 4.49 -1.17
89 C -0.37 5.41 -2.16
90 H 1.39 7.11 -4.41
91 H -0.31 7.15 -4.13
92 H 2.89 5.71 -3.04
93 H 3.05 4.09 -1.20
94 H -1.00 4.17 -0.55
95 H -1.36 5.80 -2.35

Computed properties:
Frontier orbital gap (spin up / spin down) in eV: 5.66 / 6.11
Energy relative to the best compared isomer or geometry (same formula, charge and spin) in eV: 0.792
E_HOMO (spin up / spin down) in Eh: -0.3223 / -0.3717
Multiplicity: 6
Total charge: +1

A molecular structure, C44H35N9O4OsP2Se2 at a distorted geometry. Source: the OMol25 dataset; level of theory: ωB97M-V/def2-TZVPD.

Element x y z (Å)
1 Os 1.62 0.23 2.02
2 Se -1.64 0.63 -3.92
3 P -1.60 -1.20 -2.78
4 C -3.28 -1.76 -2.41
5 C -3.82 -1.76 -1.13
6 C -5.12 -2.19 -0.93
7 C -5.88 -2.62 -2.01
8 C -5.35 -2.60 -3.29
9 C -4.06 -2.15 -3.50
10 C -0.75 -2.54 -3.65
11 C 0.40 -2.24 -4.38
12 C 1.03 -3.25 -5.09
13 C 0.52 -4.54 -5.07
14 C -0.61 -4.83 -4.33
15 C -1.25 -3.83 -3.61
16 C -0.57 -0.83 -1.35
17 C -0.42 -0.89 0.04
18 N 0.78 -0.26 0.29
19 N 1.30 0.12 -0.86
20 N 0.53 -0.21 -1.83
21 P -1.36 -1.43 1.48
22 Se 0.01 -1.14 3.20
23 C -1.64 -3.22 1.27
24 C -2.84 -3.90 1.45
25 C -2.84 -5.29 1.38
26 C -1.68 -5.99 1.12
27 C -0.49 -5.30 0.91
28 C -0.46 -3.92 1.00
29 C -2.71 -0.21 1.63
30 C -3.90 -0.45 2.32
31 C -4.87 0.54 2.35
32 C -4.67 1.75 1.71
33 C -3.47 2.01 1.08
34 C -2.48 1.04 1.05
35 H -3.21 -1.42 -0.30
36 H -5.54 -2.18 0.06
37 H -6.89 -2.97 -1.85
38 H -5.95 -2.92 -4.13
39 H -3.64 -2.12 -4.49
40 H 0.78 -1.23 -4.40
41 H 1.91 -3.03 -5.66
42 H 1.00 -5.32 -5.64
43 H -1.01 -5.83 -4.32
44 H -2.14 -4.06 -3.04
45 H -3.76 -3.37 1.64
46 H -3.76 -5.82 1.54
47 H -1.69 -7.06 1.08
48 H 0.42 -5.84 0.70
49 H 0.47 -3.39 0.85
50 H -4.07 -1.38 2.82
51 H -5.80 0.36 2.87
52 H -5.45 2.50 1.72
53 H -3.30 2.96 0.60
54 H -1.54 1.25 0.56
55 O 3.10 1.48 5.68
56 C 2.26 1.42 4.82
57 O 2.42 0.87 3.66
58 C 0.87 2.01 5.06
59 C -0.02 2.30 4.03
60 C -1.28 2.79 4.30
61 C -1.65 3.03 5.62
62 C -0.75 2.76 6.63
63 C 0.52 2.26 6.38
64 N -1.14 3.02 8.03
65 O -0.28 2.89 8.86
66 O -2.28 3.34 8.21
67 H 0.28 2.13 2.99
68 H -1.98 3.00 3.50
69 H -2.63 3.42 5.86
70 H 1.20 2.06 7.19
71 C 2.56 3.44 0.93
72 C 3.47 2.31 0.67
73 N 3.22 1.04 0.97
74 C 4.31 0.31 0.58
75 C 5.23 1.15 0.04
76 N 4.69 2.41 0.10
77 C 5.31 3.61 -0.41
78 N 5.60 3.49 -1.81
79 N 6.83 3.72 -2.27
80 N 6.86 3.65 -3.52
81 C 5.62 3.36 -4.00
82 C 5.14 3.19 -5.30
83 C 3.80 2.88 -5.42
84 C 2.97 2.73 -4.30
85 C 3.43 2.90 -3.01
86 C 4.77 3.24 -2.88
87 H 1.64 3.05 1.38
88 H 2.30 3.97 0.02
89 H 3.01 4.15 1.63
90 H 4.37 -0.75 0.72
91 H 6.20 0.97 -0.37
92 H 6.27 3.79 0.09
93 H 4.63 4.45 -0.23
94 H 5.79 3.30 -6.15
95 H 3.37 2.74 -6.40
96 H 1.93 2.48 -4.45
97 H 2.78 2.76 -2.16

Computed properties:
Frontier orbital gap (spin up / spin down) in eV: 3.12 / 3.11
E_HOMO (spin up / spin down) in Eh: -0.4634 / -0.4660
Total charge: +2

A molecular structure, C44H36BrGeN5O2S2Yb at a distorted geometry. Source: the OMol25 dataset; level of theory: ωB97M-V/def2-TZVPD.

Element x y z (Å)
1 Yb 3.70 2.75 19.28
2 N 4.02 10.30 22.74
3 C 4.30 9.03 22.35
4 C 4.91 8.14 23.30
5 C 4.99 6.80 23.00
6 C 4.68 6.35 21.70
7 C 4.28 7.23 20.72
8 C 4.11 8.58 21.02
9 S 4.80 4.62 21.28
10 O 5.25 4.44 19.89
11 O 5.59 4.00 22.32
12 N 3.29 4.07 21.08
13 C 2.56 3.56 22.07
14 N 1.63 2.61 21.71
15 C 0.64 2.39 22.56
16 C 0.57 3.01 23.81
17 C 1.73 3.69 24.19
18 N 2.73 3.97 23.37
19 H 3.95 10.47 23.75
20 H 3.40 10.84 22.16
21 H 5.15 8.57 24.28
22 H 5.36 6.09 23.75
23 H 4.07 6.86 19.70
24 H 3.73 9.27 20.25
25 H -0.13 1.74 22.18
26 H -0.22 2.76 24.49
27 H 1.84 4.13 25.18
28 Br 2.54 0.15 18.02
29 C 3.58 0.05 16.43
30 C 3.21 -0.91 15.53
31 C 4.06 -1.31 14.43
32 C 5.27 -0.66 14.32
33 C 5.64 0.47 15.18
34 C 6.81 1.23 14.95
35 C 7.03 2.30 15.79
36 C 6.14 2.67 16.84
37 C 5.00 1.94 17.12
38 C 4.74 0.90 16.22
39 H 2.31 -1.46 15.77
40 H 3.72 -2.10 13.76
41 H 6.04 -0.88 13.51
42 H 7.45 1.02 14.11
43 H 7.89 2.90 15.59
44 H 6.38 3.62 17.41
45 C 4.58 0.59 20.87
46 Ge 5.82 -0.87 21.40
47 C 7.60 -0.20 21.77
48 C 8.67 -0.71 21.00
49 C 9.94 -0.15 21.12
50 C 10.19 0.89 22.03
51 C 9.13 1.38 22.77
52 C 7.83 0.88 22.64
53 C 5.12 -1.68 23.00
54 C 3.79 -2.09 22.94
55 C 3.21 -2.54 24.12
56 C 3.92 -2.53 25.35
57 C 5.21 -1.98 25.38
58 C 5.84 -1.63 24.18
59 C 5.90 -2.33 20.13
60 C 5.63 -3.63 20.52
61 C 5.57 -4.63 19.57
62 C 5.77 -4.33 18.20
63 C 6.03 -3.01 17.83
64 C 6.10 -2.00 18.80
65 H 3.64 0.48 21.47
66 H 8.56 -1.64 20.43
67 H 10.74 -0.63 20.52
68 H 11.19 1.31 22.16
69 H 9.28 2.15 23.50
70 H 7.01 1.28 23.27
71 H 3.24 -2.07 22.01
72 H 2.20 -2.96 24.07
73 H 3.46 -2.97 26.23
74 H 5.73 -1.84 26.32
75 H 6.88 -1.26 24.22
76 H 5.62 -3.86 21.57
77 H 5.37 -5.67 19.88
78 H 5.68 -5.14 17.50
79 H 6.22 -2.68 16.79
80 H 6.36 -0.99 18.44
81 S 1.98 4.07 17.47
82 C 1.94 3.41 15.90
83 N 2.93 3.65 14.97
84 C 2.79 3.29 13.66
85 C 1.67 2.70 13.17
86 C 0.65 2.32 14.11
87 C 0.85 2.61 15.46
88 H 3.63 4.28 15.29
89 H 3.65 3.54 13.03
90 H 1.56 2.50 12.12
91 H -0.26 1.84 13.75
92 H 0.18 2.30 16.24

Computed properties:
Frontier orbital gap (spin up / spin down) in eV: 4.88 / 4.91
E_HOMO (spin up / spin down) in Eh: -0.1159 / -0.1170
Multiplicity: 2
Total charge: -1

Q: Which total energy values were calculated for the entries above? A: -82141.2653; -219513.6263; -237514.6220, in eV.